Below is C33H39CoN5 as an isolated structure in a non-equilibrium geometry, with properties calculated with wB97M-V/def2-TZVPD.

CARTESIAN COORDINATES (ANGSTROEM)
Co: -0.028 -0.058 1.045
N: -0.231 -2.266 2.305
N: 0.488 -2.688 -0.509
C: 1.706 1.388 0.640
C: 2.549 0.278 0.959
C: 2.225 -0.173 2.256
C: 2.859 -1.291 2.990
H: 3.452 -1.924 2.319
H: 2.093 -1.926 3.452
H: 3.519 -0.934 3.796
C: 1.236 0.690 2.802
C: 0.817 0.712 4.225
H: 1.635 1.003 4.903
H: 0.493 -0.292 4.536
H: -0.007 1.419 4.391
C: 0.928 1.697 1.816
C: 0.268 3.000 2.095
H: -0.577 2.879 2.784
H: -0.094 3.470 1.172
H: 0.973 3.706 2.567
C: 3.605 -0.310 0.104
H: 4.531 -0.468 0.680
H: 3.842 0.327 -0.757
H: 3.309 -1.299 -0.286
C: 1.762 2.234 -0.574
H: 0.753 2.437 -0.955
H: 2.309 1.732 -1.379
H: 2.240 3.209 -0.393
C: -0.837 -2.452 3.508
H: -0.669 -1.668 4.253
C: -1.661 -3.540 3.816
H: -2.202 -3.519 4.762
C: -1.757 -4.606 2.918
H: -2.444 -5.431 3.096
C: -0.913 -4.576 1.822
H: -0.880 -5.362 1.065
C: -0.054 -3.448 1.637
C: 0.906 -3.441 0.585
H: 1.970 -3.359 0.820
C: 0.145 -1.313 -0.541
C: 0.219 -3.280 -1.741
H: 0.346 -4.332 -1.901
C: -0.149 -2.306 -2.574
H: -0.379 -2.336 -3.620
N: -0.079 -1.093 -1.881
C: 0.019 0.087 -2.720
C: 1.234 0.332 -3.402
C: 1.311 1.433 -4.262
H: 2.262 1.661 -4.742
C: 0.191 2.203 -4.567
C: 0.293 3.376 -5.496
H: 0.286 4.329 -4.953
H: -0.549 3.398 -6.196
H: 1.221 3.337 -6.072
C: -1.037 1.802 -4.049
H: -1.939 2.336 -4.346
C: -1.155 0.689 -3.206
C: -2.514 0.139 -2.916
H: -2.733 -0.745 -3.533
H: -3.261 0.901 -3.172
H: -2.646 -0.127 -1.863
C: 2.412 -0.581 -3.298
H: 2.197 -1.582 -3.694
H: 2.776 -0.679 -2.268
H: 3.227 -0.167 -3.906
N: -2.443 0.144 3.045
C: -2.778 0.766 1.895
C: -4.027 1.395 1.758
C: -4.247 2.185 0.641
C: -3.228 2.303 -0.313
C: -2.040 1.598 -0.155
N: -1.832 0.808 0.924
H: -1.580 -0.380 3.101
H: -3.126 0.026 3.780
H: -4.749 1.253 2.559
H: -5.188 2.715 0.511
H: -3.333 2.932 -1.196
H: -1.234 1.623 -0.897

Relative energy (zero: lowest compared OMol25 entry of this formula, charge and spin), kcal per mole: 20.8
Electronic energy, eV: -79926.4197
2S+1: 4
HOMO-LUMO gap (spin up / spin down), eV: 1.6 / 5.0
<S²>: 3.79
Net charge: -2

Below is a 2-piece molecular cluster, C19H17FNO overall in a non-equilibrium geometry, with properties calculated with wB97M-V/def2-TZVPD.

CARTESIAN COORDINATES (ANGSTROEM)
F: 5.389 1.230 2.472
C: 4.069 0.891 2.271
C: 3.740 -0.477 2.263
C: 2.412 -0.824 2.027
C: 1.404 0.154 1.666
C: 0.083 -0.313 1.349
C: -1.119 0.390 1.789
C: -2.321 -0.362 1.783
C: -3.560 0.239 1.963
C: -3.642 1.624 2.214
C: -2.466 2.359 2.371
C: -1.205 1.725 2.276
C: 1.835 1.507 1.698
C: 3.143 1.876 2.007
H: 4.497 -1.224 2.408
H: 2.132 -1.863 2.048
H: -0.026 -1.424 1.438
H: -2.265 -1.433 1.553
H: -4.473 -0.354 1.869
H: -4.614 2.103 2.266
H: -2.527 3.431 2.557
H: -0.329 2.329 2.545
H: 1.132 2.294 1.385
H: 3.450 2.929 2.001
C: -0.453 -0.765 -5.729
O: -0.125 -1.780 -4.737
C: -0.236 -1.479 -3.413
C: 0.173 -2.467 -2.498
C: 0.186 -2.217 -1.151
N: -0.163 -1.025 -0.632
C: -0.669 -0.113 -1.461
C: -0.708 -0.291 -2.856
H: -0.232 -1.178 -6.715
H: -1.528 -0.525 -5.669
H: 0.164 0.135 -5.566
H: 0.506 -3.421 -2.866
H: 0.490 -2.996 -0.467
H: -1.053 0.797 -1.007
H: -1.089 0.518 -3.450

Electronic energy, eV: -26225.7919
HOMO-LUMO gap, eV: 7.8
Net charge: +1

Below is a single C15H22O2 molecule in a non-equilibrium geometry, with properties calculated with wB97M-V/def2-TZVPD.

CARTESIAN COORDINATES (ANGSTROEM)
C: 0.561 2.348 -2.456
C: 0.084 1.549 -1.446
C: 0.108 2.105 -0.073
C: -0.095 0.999 0.956
O: -0.388 1.539 2.213
O: -1.228 0.206 0.628
C: -0.731 -0.661 -0.395
C: 0.560 -1.248 0.193
C: 1.010 -0.030 1.000
C: 2.221 0.124 1.666
C: 2.637 1.401 2.388
C: 3.172 -1.049 1.800
C: -1.825 -1.682 -0.764
C: -2.603 -2.295 0.422
C: -2.679 -0.970 -1.765
C: -1.784 0.065 -2.432
C: -0.435 0.160 -1.718
H: 1.030 3.287 -2.169
H: 0.450 2.071 -3.492
H: 1.018 2.623 0.066
H: -0.663 2.850 0.052
H: -0.739 0.802 2.694
H: 0.343 -2.082 0.862
H: 1.282 -1.617 -0.508
H: 3.554 1.832 1.981
H: 2.841 1.093 3.427
H: 1.921 2.182 2.363
H: 3.322 -1.239 2.856
H: 4.151 -0.832 1.312
H: 2.742 -1.939 1.378
H: -1.350 -2.558 -1.212
H: -3.262 -3.109 0.058
H: -3.270 -1.590 0.888
H: -1.872 -2.610 1.182
H: -3.517 -0.514 -1.274
H: -3.055 -1.662 -2.510
H: -1.626 -0.200 -3.481
H: -2.232 1.049 -2.419
H: 0.347 -0.397 -2.270

Relative energy (zero: lowest compared OMol25 entry of this formula, charge and spin), kcal per mole: 30.2
Electronic energy, eV: -20006.0866
HOMO-LUMO gap, eV: 9.4
SMILES string: C=C1C[C@@]2(O)O[C@@]3(CC2=C(C)C)[C@@H](C)CC[C@@H]13

Below is an isolated ion of composition C4H12NO and charge +1 in a non-equilibrium geometry, with properties calculated with wB97M-V/def2-TZVPD.

CARTESIAN COORDINATES (ANGSTROEM)
C: 0.306 -1.096 -2.074
C: -0.004 0.294 -1.614
N: 0.514 0.380 -0.273
C: -0.622 -0.107 0.747
C: -0.286 0.207 2.169
O: 0.365 1.472 2.196
H: -0.184 -1.413 -3.128
H: 1.454 -1.200 -2.250
H: -0.190 -1.900 -1.622
H: -1.083 0.442 -1.626
H: 0.415 1.116 -2.357
H: 1.214 -0.361 -0.015
H: 0.775 1.292 0.182
H: -0.816 -1.234 0.687
H: -1.571 0.391 0.449
H: 0.401 -0.567 2.675
H: -1.226 0.444 2.790
H: 0.536 1.840 3.065

Relative energy (zero: lowest compared OMol25 entry of this formula, charge and spin), kcal per mole: 50.1
Electronic energy, eV: -7872.1170
HOMO-LUMO gap, eV: 11.9
Net charge: +1
SMILES string: CC[NH2+]CCO

Below is C24H23N4O2S2Sr as an isolated structure in a non-equilibrium geometry, with properties calculated with wB97M-V/def2-TZVPD.

CARTESIAN COORDINATES (ANGSTROEM)
Sr: 0.079 -0.092 0.251
S: -1.299 2.299 0.981
C: -2.863 2.234 0.364
N: -3.871 2.896 0.887
C: -5.158 2.978 0.175
C: -4.869 3.092 -1.289
N: -4.097 1.911 -1.694
C: -4.493 1.301 -2.983
C: -5.884 0.719 -2.921
C: -6.140 -0.402 -2.131
C: -7.424 -0.921 -2.054
C: -8.461 -0.326 -2.766
C: -8.209 0.786 -3.556
C: -6.923 1.309 -3.628
C: -3.185 1.403 -0.892
S: -2.423 -0.070 -1.167
C: -3.799 3.618 2.177
C: -4.980 3.261 3.042
C: -5.085 1.974 3.564
C: -6.170 1.627 4.355
C: -7.154 2.570 4.636
C: -7.049 3.855 4.125
C: -5.964 4.198 3.327
H: -5.686 3.855 0.537
H: -5.775 2.103 0.386
H: -4.318 4.005 -1.524
H: -5.800 3.088 -1.850
H: -3.754 0.550 -3.231
H: -4.446 2.095 -3.728
H: -5.327 -0.878 -1.591
H: -7.615 -1.797 -1.447
H: -9.462 -0.735 -2.709
H: -9.011 1.246 -4.120
H: -6.726 2.173 -4.257
H: -3.774 4.688 1.968
H: -2.864 3.349 2.655
H: -4.311 1.241 3.354
H: -6.244 0.626 4.761
H: -7.997 2.302 5.260
H: -7.809 4.593 4.348
H: -5.879 5.207 2.935
O: 1.126 -1.898 -0.471
N: 2.243 -2.247 0.065
N: 2.626 -1.477 0.996
O: 1.931 -0.409 1.373
C: 3.874 -1.773 1.681
C: 4.275 -0.892 2.665
C: 5.459 -1.143 3.345
C: 6.219 -2.260 3.038
C: 5.794 -3.134 2.044
C: 4.617 -2.899 1.356
H: 3.668 -0.029 2.890
H: 5.783 -0.459 4.118
H: 7.141 -2.452 3.572
H: 6.383 -4.009 1.801
H: 4.278 -3.575 0.583

Relative energy (zero: lowest compared OMol25 entry of this formula, charge and spin), kcal per mole: 7.0
Electronic energy, eV: -57817.0391
HOMO-LUMO gap, eV: 7.1
Net charge: +1